C26H24N3O2S4Tl | the ωB97M-V functional and the def2-TZVPD basis

The geometry in ORCA input format:
```
! RIJCOSX wB97M-V def2-TZVPD def2/J DEFGRID3
* xyz 0 1
Tl 0.73 -0.61 2.87
O 1.97 -0.51 0.90
C 2.60 -1.58 0.32
C 1.76 -2.11 -0.85
C 0.41 -1.96 -1.00
C -0.10 -2.59 -2.17
C 0.88 -3.21 -2.89
S 2.41 -3.02 -2.16
C 3.97 -1.16 -0.23
C 5.20 -1.70 -0.05
C 6.23 -1.00 -0.76
C 5.75 0.06 -1.46
S 4.05 0.22 -1.26
C 2.83 -2.71 1.35
C 3.32 -2.54 2.61
C 3.45 -3.76 3.33
C 3.06 -4.84 2.60
S 2.53 -4.37 1.04
H -0.17 -1.39 -0.29
H -1.14 -2.58 -2.46
H 0.78 -3.75 -3.82
H 5.38 -2.58 0.56
H 7.27 -1.29 -0.75
H 6.29 0.76 -2.07
H 3.63 -1.57 2.98
H 3.82 -3.83 4.35
H 3.03 -5.88 2.88
C -2.62 -0.97 0.46
N -2.59 -2.42 0.50
C -3.51 -3.12 -0.39
C -1.72 -3.09 1.26
O -0.88 -2.60 2.01
H -3.59 -0.60 0.81
H -2.46 -0.62 -0.56
H -1.84 -0.57 1.09
H -4.51 -2.70 -0.28
H -3.54 -4.18 -0.13
H -3.20 -3.02 -1.43
H -1.81 -4.18 1.16
S -0.97 5.47 -0.87
C -0.77 3.98 0.10
C -1.48 3.74 1.27
C -1.28 2.53 1.92
N -0.41 1.61 1.50
C 0.31 1.87 0.41
C 0.15 3.04 -0.32
C -2.72 5.44 -1.21
C -3.14 5.06 -2.48
C -4.50 5.06 -2.75
N -5.43 5.39 -1.86
C -5.01 5.77 -0.65
C -3.68 5.82 -0.29
H -2.18 4.46 1.68
H -1.84 2.30 2.82
H 1.03 1.10 0.12
H 0.74 3.20 -1.22
H -2.43 4.76 -3.23
H -4.87 4.77 -3.73
H -5.78 6.05 0.06
H -3.40 6.18 0.70
*
```

The calculation puts the total energy at -83950.803 eV. As for the HOMO-LUMO gap: 8.160 eV. The value obtained for the energy above the lowest of the compared OMol25 structures with the same formula, charge and spin is 0.0 kJ/mol.